1.
C27H38ClN4NdO6S2 | ωB97M-V/def2-TZVPD

Cartesian coordinates (Å):
Nd 0.311 0.729 0.187
Cl 2.576 1.188 0.352
S 0.904 -2.037 -0.167
S -1.309 -5.702 0.386
O -2.292 -5.765 -0.794
O -0.160 2.673 0.852
O 0.044 1.289 -1.582
O -0.323 -6.873 0.309
O 0.241 0.243 2.227
O -1.793 0.460 0.229
N 1.189 -0.756 4.032
N -1.390 4.579 0.755
N -2.604 -0.824 -1.479
N -0.263 -4.443 -0.233
C 0.290 -0.171 5.006
C 4.618 1.521 -1.109
C 1.003 -1.328 -4.658
C -2.624 -4.277 3.969
C 1.191 -0.355 2.758
C -1.636 -4.770 1.831
C 1.162 0.873 -3.672
C 1.968 0.471 -5.917
C 2.239 2.136 -1.748
C 0.780 -0.462 -3.598
C -1.004 -3.531 1.773
C -1.225 -2.643 2.827
C -2.579 -0.911 -2.923
C 1.602 -0.866 -5.822
C -0.179 -3.386 0.509
C -2.631 -2.083 -0.754
C 3.320 1.356 -1.824
C -2.379 0.326 -0.859
C 0.958 1.811 -2.505
C -1.027 3.377 0.307
C 2.076 -1.805 4.484
C 2.110 3.365 -0.908
C -2.021 -3.014 3.926
C -2.442 -5.163 2.903
C 1.750 1.329 -4.849
C -2.480 5.314 0.150
C -0.643 5.234 1.807
H -2.787 1.199 -1.386
H 3.057 3.864 -0.723
H 3.279 0.505 -2.495
H -0.369 0.523 4.501
H 4.829 0.653 -0.479
H 2.427 0.844 -6.824
H -3.239 -4.556 4.814
H 1.778 -1.540 -6.652
H 2.041 2.370 -4.923
H 2.568 -2.263 3.631
H 2.095 -0.590 2.198
H -1.844 -1.654 -3.233
H -3.558 -1.202 -3.301
H -1.794 -2.697 -1.077
H -2.176 -2.322 4.743
H -0.819 -1.681 2.821
H -0.303 -0.950 5.486
H 0.295 -0.803 -2.696
H 4.591 2.383 -0.437
H -1.222 5.253 2.731
H -2.112 6.243 -0.288
H 5.464 1.652 -1.779
H 1.648 3.123 0.048
H -1.531 3.046 -0.600
H 0.855 0.358 5.775
H -3.567 -2.601 -0.962
H 0.711 -2.368 -4.576
H -3.231 5.558 0.901
H 1.446 4.083 -1.394
H -2.525 -1.893 0.306
H 0.287 4.705 1.980
H -2.310 0.051 -3.352
H 0.580 2.755 -2.914
H -2.921 -6.133 2.912
H 1.518 -2.575 5.018
H 2.837 -1.404 5.153
H -2.929 4.703 -0.624
H -0.401 6.256 1.519

Atoms 1-6, force components in eV/Å:
Nd 1.5 -6.2 1.5
Cl 3.9 -2.3 7.5
S -1.4 -2.2 1.5
S 4.0 -1.4 -8.2
O 1.0 0.2 4.6
O -1.9 4.5 1.2

As for the spin multiplicity: 4. The value obtained for the total energy is -3539.89927 hartree. As for the HOMO energy (alpha / beta): -6.6 / -6.6 eV. Its lowest unoccupied orbital energy (alpha / beta) is -0.175 / -0.174 eV. Its HOMO-LUMO gap (alpha / beta) is 6.4248 / 6.4249 eV.

***

2.
C3H12N2O2 | ωB97M-V/def2-TZVPD

Cartesian coordinates (Å):
O -0.027 1.695 0.623
O -1.647 0.160 2.261
N -1.308 0.150 -1.577
N 0.902 -0.960 -1.047
C 1.357 -0.343 0.199
C -0.564 -1.001 -1.160
C 1.257 1.221 0.226
H 2.443 -0.477 0.412
H -0.869 0.575 -2.406
H -0.209 1.406 1.517
H 0.952 -0.881 1.085
H 2.076 1.484 0.902
H -1.199 0.883 -0.877
H 1.296 -1.887 -1.116
H -2.224 -0.532 2.607
H -1.619 0.042 1.306
H 1.288 1.676 -0.778
H -1.078 -1.365 -0.233
H -0.827 -1.845 -1.945

Atoms 1-6, force components in eV/Å:
O 0.2 0.2 0.4
O -0.1 -0.1 0.2
N 0.9 1.2 -0.3
N -0.3 0.8 0.4
C 1.1 0.4 0.1
C -1.0 -3.0 -1.3

As for the energy above the lowest of the compared OMol25 structures with the same formula, charge and spin: 1.6797 eV. The value obtained for the total energy is -381.45319 hartree. As for the HOMO energy: -9.2 eV. Its lowest unoccupied orbital energy is 0.746 eV. Its HOMO-LUMO gap is 9.9500 eV.

***

3.
C4H9NO | ωB97M-V/def2-TZVPD

Cartesian coordinates (Å):
O -1.593 1.919 -0.354
N -0.142 0.542 0.870
C -1.182 -1.331 -0.507
C 2.050 -0.088 0.117
C 0.700 0.518 -0.103
C -1.274 1.367 0.674
H -1.917 -2.145 -0.716
H -1.866 1.474 1.597
H 2.597 0.708 0.639
H 2.604 -0.333 -0.793
H -0.699 -1.543 0.436
H -0.149 -0.903 -1.010
H 0.560 1.163 -0.979
H 2.013 -0.954 0.782
H -1.701 -0.394 -0.652

Atoms 1-6, force components in eV/Å:
O 0.1 -0.2 0.4
N 0.7 0.7 -0.1
C 1.2 0.2 -0.9
C 0.0 -0.1 0.0
C 0.4 1.1 1.1
C -0.1 0.5 -0.2

As for the energy above the lowest of the compared OMol25 structures with the same formula, charge and spin: 3.2668 eV. The value obtained for the total energy is -287.71240 hartree. As for the HOMO energy: -10.1 eV. Its lowest unoccupied orbital energy is -0.014 eV. Its HOMO-LUMO gap is 10.0394 eV.

***

4.
C3H6OS | ωB97M-V/def2-TZVPD

Cartesian coordinates (Å):
S -2.465 0.267 -0.153
O 0.224 1.650 -0.147
C 0.825 -0.650 -0.412
C -1.112 -0.138 0.616
C 0.225 0.583 0.562
H 0.784 0.639 1.582
H -0.062 -1.106 -1.248
H -0.607 1.753 -0.886
H 1.906 -0.289 -1.057
H -0.980 -1.222 0.914
H 1.263 -1.488 0.230

Atoms 1-6, force components in eV/Å:
S -0.1 0.5 0.1
O -2.3 5.5 -4.2
C 2.3 -0.9 -1.9
C 0.4 -1.6 0.6
C -0.3 -5.6 0.2
H -0.9 0.0 -1.9

As for the energy above the lowest of the compared OMol25 structures with the same formula, charge and spin: 3.5107 eV. The value obtained for the total energy is -591.20399 hartree. As for the HOMO energy: -9.0 eV. Its lowest unoccupied orbital energy is -0.242 eV. Its HOMO-LUMO gap is 8.7772 eV.

***

5.
C33H37Cl4LiN8O2PSe | ωB97M-V/def2-TZVPD

Cartesian coordinates (Å):
Se 2.585 2.060 -0.937
Cl -5.284 0.006 -0.667
Cl -0.662 -0.087 -4.885
Cl -3.668 -0.291 -5.855
Cl -5.985 -0.257 -3.736
P -1.032 -1.443 2.598
O -2.348 0.000 -0.136
O -0.390 0.079 -1.941
N -0.644 1.222 1.778
N -2.642 0.880 2.663
N -2.647 -2.828 0.707
N 1.334 -0.912 1.178
N 1.063 4.280 -0.051
N 1.689 -1.783 3.183
N -0.560 -2.511 0.062
N 1.961 3.196 1.631
C 1.055 5.848 -2.002
C 1.851 3.199 0.264
C 1.236 4.248 2.171
C 1.444 -2.302 4.516
C -1.444 -2.273 1.012
C -2.606 2.186 2.259
C 0.673 4.942 1.102
C -1.601 -0.015 -2.369
C -0.146 6.039 1.305
C -1.241 -3.165 -0.932
C -0.381 6.429 2.620
C -3.808 0.226 3.216
C 2.668 -1.130 1.338
C 5.006 3.080 2.156
C -1.367 2.380 1.725
C -2.536 -3.363 -0.550
C -3.873 -2.762 1.474
C 2.911 -1.669 2.574
C 0.757 -1.311 2.295
C 0.181 5.735 3.689
C 3.532 5.896 -1.305
C -1.960 -0.095 -3.720
C 5.671 1.864 1.511
C -1.441 0.324 2.333
C 0.527 4.557 -1.378
C -2.682 -0.037 -1.384
C -3.302 -0.182 -4.157
C -4.321 -0.166 -3.229
C 3.881 2.702 3.118
C 2.622 2.180 2.427
C 0.999 4.628 3.480
C 2.519 5.807 -2.451
C -3.995 -0.080 -1.856
Li -0.374 -0.215 -0.159
H 4.235 1.916 3.794
H 3.369 -0.900 0.549
H 0.420 6.053 -2.868
H 4.530 6.123 -1.691
H 0.777 3.700 -1.998
H 3.822 -1.960 3.072
H 0.881 -1.586 5.111
H 0.921 6.679 -1.300
H -4.401 -3.711 1.394
H -0.756 -3.442 -1.855
H 2.400 -2.486 5.000
H 6.545 2.163 0.928
H 3.256 6.685 -0.598
H -0.028 6.056 4.701
H 5.996 1.151 2.275
H 1.904 1.820 3.169
H -3.506 -0.685 3.725
H -0.562 4.602 -1.294
H 4.981 1.360 0.830
H 3.619 3.566 3.735
H -0.599 6.566 0.475
H -4.517 -0.017 2.424
H 2.691 4.889 -3.017
H -3.454 2.842 2.372
H -1.023 7.279 2.812
H 2.686 6.647 -3.131
H 4.610 3.737 1.374
H -4.286 0.883 3.940
H 0.883 -3.235 4.476
H 5.756 3.656 2.704
H -0.974 3.284 1.286
H -3.631 -2.588 2.520
H -4.509 -1.961 1.105
H -3.384 -3.801 -1.054
H 1.412 4.074 4.313
H 3.604 4.951 -0.764
H 2.850 1.354 1.760

Atoms 1-6, force components in eV/Å:
Se 0.1 -0.1 0.1
Cl 0.0 -0.1 0.0
Cl 0.0 0.0 0.0
Cl 0.0 0.0 0.0
Cl 0.0 0.0 0.0
P 0.0 0.1 0.0

The value obtained for the total energy is -6459.52431 hartree. As for the HOMO energy: -2.8 eV. The total charge is -1. Its lowest unoccupied orbital energy is 2.074 eV. Its HOMO-LUMO gap is 4.9109 eV.

***

6.
C27H72O27S9 | ωB97M-V/def2-TZVPD

Cartesian coordinates (Å):
S -4.855 -0.403 1.522
S -1.500 5.775 1.274
S 1.531 5.842 -2.294
S -0.289 -0.050 -1.117
S 1.413 1.774 -5.718
S 0.289 -4.954 -1.125
S 0.099 2.192 3.780
S 5.914 -3.842 0.901
S -4.380 -4.265 5.091
O -3.960 -1.692 1.006
O -5.986 -0.125 0.605
O -2.246 5.048 -0.011
O 1.396 0.383 -6.123
O 0.005 -3.911 -0.147
O -0.407 1.379 -1.363
O 5.612 -5.196 1.792
O 0.819 5.501 -3.744
O -3.891 0.597 1.871
O 1.690 -4.612 -1.947
O -0.500 -1.045 -2.199
O -3.426 -3.023 4.495
O 0.333 -6.343 -0.738
O 7.262 -3.410 1.257
O -3.480 -5.180 5.854
O 0.451 2.682 -6.687
O 4.748 -2.943 0.976
O -2.414 5.839 2.443
O -0.119 5.229 1.456
O -0.568 2.472 5.087
O 1.026 7.079 -1.763
O 2.953 5.692 -2.473
O 1.249 -0.252 -0.563
O -5.194 -4.720 3.958
O -0.584 2.277 2.478
O 2.700 2.451 -5.551
O 0.817 0.709 3.940
C -4.517 -2.658 0.102
C -5.563 -1.170 3.112
C 0.429 1.868 -4.116
C -1.119 2.833 -8.546
C 1.756 0.629 0.320
C -1.637 -1.375 4.415
C -1.416 7.524 0.579
C 3.140 0.241 0.814
C 2.825 -3.388 -3.630
C 0.745 5.686 -6.081
C 1.561 3.363 3.587
C 6.641 -6.170 2.010
C 1.908 -3.295 -2.452
C 5.845 -4.659 -0.753
C 0.866 4.267 -1.449
C -2.546 3.725 0.085
C 1.139 6.418 -4.799
C 2.114 -1.069 5.089
C 1.546 0.415 5.080
C -2.329 -2.538 5.254
C -0.880 -4.605 -2.527
C -0.676 2.031 -7.273
C -4.045 3.669 0.180
C -3.456 -2.999 -0.913
C -5.313 -3.120 6.259
C 5.973 -7.350 2.656
C -1.284 -0.586 0.374
H 6.542 -5.495 -0.688
H 6.718 -8.108 2.901
H 1.922 1.630 -0.078
H 2.666 -1.223 6.017
H 2.256 3.267 4.422
H 7.240 -6.501 1.162
H -1.485 3.810 -8.229
H 5.499 -7.118 3.610
H -2.463 7.822 0.522
H 3.856 0.082 0.007
H -0.418 1.007 -7.545
H 2.169 6.772 -4.741
H 6.082 -3.851 -1.445
H 7.349 -5.685 2.681
H 4.847 -5.063 -0.922
H -0.224 4.232 -1.439
H -2.672 -2.289 6.259
H -1.204 -1.631 0.672
H 0.735 6.309 -6.975
H 1.011 -2.702 -2.633
H -1.660 -3.390 5.377
H 3.573 1.044 1.411
H -4.787 -0.915 3.835
H 2.482 -4.014 -4.454
H 1.474 4.937 -6.392
H -2.277 3.060 -0.736
H 2.187 1.270 5.291
H -5.550 -2.246 2.940
H -4.323 3.984 1.186
H 3.840 -3.705 -3.392
H -2.044 2.339 -8.842
H -0.668 -1.123 4.847
H 2.780 -1.145 4.230
H 0.116 2.904 -3.985
H 1.132 4.253 -0.392
H -6.108 -3.699 6.729
H -4.716 -3.553 0.692
H -3.125 -2.146 -1.506
H 1.087 0.954 1.116
H 1.405 3.505 -2.012
H -1.890 -4.894 -2.236
H 1.092 1.479 -3.342
H -1.454 2.036 -6.510
H -2.049 -0.366 4.399
H -0.547 -5.180 -3.391
H -4.547 4.402 -0.452
H 1.177 4.376 3.469
H 1.347 -1.816 4.887
H -0.899 -3.519 -2.614
H -2.303 -0.276 0.140
H -5.427 -2.220 -0.308
H -0.447 1.231 -4.230
H -2.576 -3.346 -0.372
H -0.888 8.160 1.290
H 0.804 0.421 5.878
H -2.184 3.173 0.952
H 2.488 -2.762 -1.698
H 2.009 2.960 2.679
H -0.274 5.304 -6.139
H -0.442 2.943 -9.393
H 5.165 -7.769 2.057
H -0.956 0.114 1.142
H -5.667 -2.199 5.794
H 2.902 -2.354 -3.964
H 0.503 7.289 -4.639
H -4.491 2.687 0.025
H -3.827 -3.845 -1.492
H -0.788 7.497 -0.311
H 3.234 -0.604 1.497
H -6.465 -0.614 3.369
H -1.459 -1.731 3.400
H -4.597 -2.797 7.014

Atoms 1-6, force components in eV/Å:
S -2.2 -1.7 0.2
S 0.8 0.9 1.4
S -0.5 -2.3 -0.3
S 0.2 -1.8 0.3
S 0.1 0.2 1.8
S -0.3 1.5 -1.2

As for the energy above the lowest of the compared OMol25 structures with the same formula, charge and spin: 4.9804 eV. The value obtained for the total energy is -6686.83364 hartree. As for the HOMO energy: -10.6 eV. Its lowest unoccupied orbital energy is 0.215 eV. Its HOMO-LUMO gap is 10.8024 eV.